# C7H9N4

An isolated ion of composition C7H9N4 and charge +1 at a distorted geometry (the ωB97M-V functional and the def2-TZVPD basis, the Open Molecules 2025 dataset).

The calculation puts the energy above the lowest of the compared OMol25 structures with the same formula, charge and spin at 4.200 eV. The largest force on an atom comes out at 4.3 eV Å⁻¹. The total energy comes out at -13354.8783 eV. The multiplicity is 1. The calculation puts the LUMO energy (alpha / beta) at -4.80 / -4.83 eV. As for the net charge: +1.

```
20
Properties=species:S:1:pos:R:3:forces:R:3:mulliken_charge:R:1
C 1.465 0.584 -0.463 0.0 -0.1 0.3 -0.5186
C 1.206 0.390 3.018 -0.1 0.0 -0.2 -0.1658
C 1.121 0.368 0.814 -0.1 0.2 -1.0 0.3300
C -0.246 0.425 1.431 2.1 -0.2 0.1 0.9448
C -1.339 -0.552 -1.101 0.6 2.2 3.7 0.5721
C 0.468 0.967 -1.513 0.4 0.6 0.6 -0.8452
C -2.383 -1.523 -1.191 -0.6 -0.6 -0.2 -1.0820
N -0.054 0.519 2.808 -0.8 0.2 0.6 -0.5589
N -1.390 0.364 0.921 -1.6 -1.5 -3.5 -0.5410
N 1.964 0.229 1.898 0.4 -0.2 0.0 -0.1215
N -0.434 -0.128 -1.872 -0.3 -0.5 -0.7 -0.0631
H 2.508 0.574 -0.740 0.1 0.0 0.0 0.3420
H 1.636 0.392 4.003 0.2 0.0 0.2 0.4064
H -0.164 1.770 -1.117 0.0 -0.1 -0.2 0.3387
H 0.970 1.305 -2.418 -0.1 0.0 0.1 0.4254
H -3.298 -1.086 -0.777 0.1 0.0 -0.1 0.3307
H -2.149 -2.369 -0.538 0.1 0.0 0.0 0.2978
H -2.555 -1.877 -2.213 0.0 0.0 0.1 0.3782
H 2.969 0.186 1.856 -0.1 0.0 0.0 0.1970
H -0.294 -0.536 -2.804 -0.2 0.0 0.2 0.3328
```
Forces are in eV/Å.